No. 1
{"formula": "C31H32BHgN6O2S4", "method": "ωB97M-V with the def2-TZVPD basis set", "symbols": ["Hg", "S", "C", "C", "C", "C", "C", "C", "S", "C", "C", "C", "C", "C", "C", "C", "S", "C", "C", "C", "C", "C", "C", "S", "N", "H", "H", "H", "H", "H", "H", "H", "H", "H", "H", "H", "H", "H", "H", "H", "N", "C", "N", "C", "N", "C", "C", "N", "C", "C", "N", "H", "H", "H", "H", "H", "C", "C", "C", "O", "B", "O", "C", "C", "C", "H", "H", "H", "H", "H", "H", "H", "H", "H", "H", "H", "H"], "coordinates": [[2.175, -0.785, -0.724], [-4.839, -1.428, -0.070], [-5.121, 0.227, -0.505], [-6.116, 0.980, 0.163], [-6.415, 2.286, -0.160], [-5.736, 2.933, -1.192], [-4.749, 2.233, -1.863], [-4.423, 0.923, -1.520], [-3.090, 0.121, -2.385], [-1.778, 1.374, -2.269], [-1.550, 1.875, -0.869], [-1.598, 3.235, -0.581], [-1.344, 3.650, 0.713], [-1.066, 2.701, 1.682], [-1.059, 1.361, 1.313], [-0.763, 0.290, 2.318], [0.910, -0.410, 2.170], [1.919, 0.896, 2.818], [1.735, 1.312, 4.138], [2.489, 2.326, 4.694], [3.475, 2.928, 3.913], [3.688, 2.501, 2.620], [2.928, 1.472, 2.028], [3.329, 1.079, 0.367], [-1.289, 0.962, 0.061], [-6.651, 0.481, 0.961], [-7.187, 2.809, 0.394], [-5.967, 3.957, -1.461], [-4.210, 2.712, -2.674], [-1.963, 2.212, -2.942], [-0.889, 0.835, -2.605], [-1.834, 3.945, -1.364], [-1.364, 4.703, 0.968], [-0.854, 2.983, 2.705], [-1.418, -0.562, 2.142], [-0.932, 0.647, 3.334], [0.984, 0.810, 4.735], [2.325, 2.635, 5.719], [4.084, 3.726, 4.322], [4.461, 2.966, 2.020], [-1.860, -3.159, 0.809], [-1.405, -2.256, -0.056], [-0.090, -2.301, -0.082], [0.230, -3.278, 0.828], [-0.835, -3.826, 1.399], [1.621, -3.594, 1.136], [1.960, -4.726, 1.846], [3.202, -5.071, 2.209], [4.145, -4.149, 1.812], [3.846, -3.020, 1.110], [2.587, -2.677, 0.728], [-2.817, -3.293, 1.092], [-2.060, -1.584, -0.591], [1.159, -5.401, 2.134], [5.176, -4.351, 2.087], [4.637, -2.326, 0.839], [-1.221, -2.871, -3.397], [-0.256, -1.941, -4.123], [-0.986, -1.199, -5.229], [0.227, -0.979, -3.164], [1.397, -1.478, -2.605], [1.869, -2.538, -3.361], [1.061, -2.648, -4.547], [1.796, -1.912, -5.665], [0.915, -4.116, -4.901], [-2.020, -2.274, -2.956], [-0.712, -3.396, -2.589], [-1.665, -3.593, -4.086], [-1.883, -0.732, -4.818], [-1.291, -1.892, -6.017], [-0.363, -0.418, -5.663], [1.898, -0.853, -5.426], [1.277, -2.010, -6.621], [2.795, -2.337, -5.762], [0.541, -4.684, -4.051], [1.886, -4.524, -5.183], [0.227, -4.241, -5.742]], "mulliken_charge": [1.941, -0.541, -0.086, -0.532, -0.432, -0.741, -0.405, 0.174, -0.142, -0.466, 0.301, -0.956, -0.760, -0.647, 0.373, -1.114, 0.043, 0.132, -0.374, -0.732, -0.457, -0.645, 0.236, -0.520, 0.636, 0.364, 0.318, 0.352, 0.325, 0.439, 0.271, 0.421, 0.375, 0.436, 0.349, 0.724, 0.394, 0.351, 0.326, 0.370, 0.541, -0.607, 0.952, 0.304, -1.135, -0.052, -0.315, -0.860, -0.365, -0.628, 0.007, 0.295, -0.363, 0.423, 0.341, 0.315, -1.848, 1.779, -1.734, -0.319, -0.670, -0.358, 1.664, -2.052, -1.867, 0.278, 0.356, 0.409, 0.369, 0.377, 0.328, 0.362, 0.311, 0.522, 0.352, 0.469, 0.317], "homo_lumo_gap_ev": [3.9, 6.0], "e_tot_ev": -93898.9922, "homo_ev": [0.30, -1.78], "e_above_lowest_ev": 0.0000, "s2": 0.7661, "multiplicity": 2, "total_charge": -2}

No. 2
{"formula": "C31H32BN8O4Zr", "method": "ωB97M-V with the def2-TZVPD basis set", "symbols": ["Zr", "C", "C", "N", "C", "C", "N", "C", "C", "C", "C", "C", "N", "C", "C", "N", "C", "C", "N", "C", "C", "C", "N", "C", "C", "H", "H", "H", "H", "H", "H", "H", "H", "H", "H", "H", "H", "O", "C", "N", "C", "O", "C", "C", "C", "C", "N", "C", "H", "H", "H", "H", "H", "H", "H", "H", "C", "C", "C", "O", "B", "O", "C", "C", "C", "H", "H", "H", "H", "H", "H", "H", "H", "H", "H", "H", "H"], "coordinates": [[0.500, -0.275, -0.361], [4.822, 0.104, 0.981], [3.619, -0.396, 0.498], [2.608, 0.427, 0.192], [2.797, 1.751, 0.361], [4.010, 2.220, 0.852], [5.007, 1.403, 1.160], [1.672, 2.609, -0.042], [1.662, 3.979, 0.083], [0.560, 4.723, -0.361], [-0.496, 4.014, -0.949], [-0.429, 2.644, -1.051], [0.629, 1.937, -0.586], [-1.467, 1.800, -1.690], [-2.642, 2.263, -2.265], [-3.511, 1.441, -2.842], [-3.236, 0.147, -2.856], [-2.081, -0.350, -2.257], [-1.205, 0.479, -1.683], [0.519, 6.183, -0.228], [-0.693, 6.842, -0.027], [-0.679, 8.223, 0.104], [0.431, 8.948, 0.025], [1.584, 8.320, -0.179], [1.686, 6.942, -0.301], [5.639, -0.563, 1.224], [3.473, -1.458, 0.356], [4.194, 3.276, 1.002], [2.493, 4.492, 0.545], [-1.342, 4.554, -1.348], [-2.895, 3.315, -2.268], [-3.945, -0.511, -3.342], [-1.869, -1.413, -2.235], [-1.628, 6.305, 0.072], [-1.598, 8.767, 0.281], [2.467, 8.944, -0.251], [2.652, 6.493, -0.494], [1.511, -8.541, 1.090], [2.137, -7.517, 1.792], [2.344, -6.332, 0.938], [1.289, -5.587, 0.580], [0.175, -5.645, 1.069], [1.493, -4.553, -0.508], [1.606, -4.891, -1.854], [1.598, -3.890, -2.816], [1.452, -2.579, -2.411], [1.332, -2.241, -1.110], [1.365, -3.219, -0.180], [0.562, -8.521, 1.251], [3.123, -7.857, 2.098], [1.572, -7.194, 2.664], [3.164, -6.319, 0.349], [1.687, -5.931, -2.150], [1.692, -4.123, -3.867], [1.435, -1.770, -3.134], [1.245, -2.923, 0.860], [-2.307, -1.469, 4.337], [-2.065, -0.774, 3.017], [-2.949, 0.449, 2.862], [-0.661, -0.268, 3.002], [-0.226, -0.319, 1.756], [-1.064, -1.048, 0.874], [-2.117, -1.739, 1.791], [-3.426, -1.780, 1.048], [-1.558, -3.117, 2.056], [-2.274, -0.735, 5.140], [-1.565, -2.237, 4.541], [-3.298, -1.926, 4.344], [-2.720, 1.152, 3.661], [-4.002, 0.180, 2.942], [-2.791, 0.952, 1.905], [-3.734, -0.800, 0.691], [-4.201, -2.147, 1.724], [-3.369, -2.479, 0.214], [-0.610, -3.082, 2.594], [-1.429, -3.670, 1.126], [-2.259, -3.681, 2.671]], "mulliken_charge": [1.161, -0.562, -0.247, -0.151, -0.035, -0.269, -0.476, 0.407, -0.506, 0.614, -0.585, 0.432, -0.192, -0.078, -0.167, -0.476, -0.550, -0.329, -0.179, 0.571, -0.579, -0.484, -0.497, -0.469, -0.584, 0.417, 0.530, 0.454, 0.727, 0.714, 0.464, 0.432, 0.522, 0.492, 0.386, 0.388, 0.498, -0.512, -0.475, -0.161, 0.201, -0.584, -0.637, 0.092, -1.041, -0.436, -0.001, 0.001, 0.359, 0.375, 0.319, 0.302, 0.610, 0.494, 0.553, 0.754, -1.637, 1.264, -1.609, -0.367, 0.713, 0.255, 1.373, -1.721, -2.164, 0.464, 0.364, 0.371, 0.513, 0.360, 0.168, 0.396, 0.387, 0.442, 0.420, 0.561, 0.438], "homo_lumo_gap_ev": 5.9, "e_tot_ev": -54713.0678, "homo_ev": -16.13, "e_above_lowest_ev": 0.0000, "multiplicity": 1, "total_charge": 3}

No. 3
{"formula": "C31H32BrClCoGe2N3O4", "method": "ωB97M-V with the def2-TZVPD basis set", "symbols": ["Co", "Br", "C", "C", "C", "C", "C", "N", "C", "O", "O", "H", "H", "H", "C", "Ge", "C", "C", "Ge", "C", "C", "C", "C", "C", "C", "C", "C", "C", "C", "C", "C", "H", "H", "H", "H", "H", "H", "H", "H", "H", "H", "H", "H", "H", "H", "H", "H", "H", "H", "H", "N", "C", "C", "C", "N", "H", "H", "H", "H", "O", "O", "Cl", "C", "C", "C", "C", "C", "C", "C", "H", "H", "H", "H", "H", "H"], "coordinates": [[0.342, 0.417, 0.098], [2.727, 2.493, -2.051], [1.464, 3.248, -0.877], [1.614, 4.563, -0.489], [0.618, 5.125, 0.295], [-0.502, 4.374, 0.611], [-0.552, 3.065, 0.193], [0.445, 2.482, -0.507], [-1.779, 2.204, 0.464], [-2.778, 2.770, 0.876], [-1.615, 0.956, 0.178], [2.480, 5.127, -0.810], [0.711, 6.149, 0.636], [-1.343, 4.776, 1.161], [-4.820, -2.001, -1.959], [-3.331, -0.756, -1.994], [-3.921, 1.060, -1.954], [-2.070, -1.100, -3.416], [-1.986, -1.878, -0.002], [-1.790, -3.743, -0.331], [-1.204, -4.529, 0.663], [-0.997, -5.885, 0.440], [-1.370, -6.457, -0.773], [-1.952, -5.678, -1.764], [-2.165, -4.323, -1.542], [-2.915, -1.334, 1.581], [-2.378, -1.760, 2.795], [-3.065, -1.488, 3.973], [-4.269, -0.795, 3.933], [-4.792, -0.363, 2.719], [-4.117, -0.636, 1.536], [-5.394, -1.811, -2.876], [-5.462, -1.825, -1.095], [-4.485, -3.038, -1.954], [-4.765, 1.123, -2.648], [-3.116, 1.709, -2.295], [-4.230, 1.378, -0.962], [-2.574, -0.882, -4.363], [-1.735, -2.137, -3.412], [-1.204, -0.445, -3.311], [-0.900, -4.093, 1.607], [-0.543, -6.496, 1.213], [-1.207, -7.515, -0.944], [-2.241, -6.123, -2.708], [-2.623, -3.728, -2.323], [-1.428, -2.283, 2.832], [-2.659, -1.822, 4.923], [-4.801, -0.587, 4.853], [-5.723, 0.188, 2.691], [-4.520, -0.276, 0.600], [1.445, -0.278, 2.800], [1.101, -0.358, 4.092], [0.147, 0.609, 4.316], [-0.024, 1.229, 3.073], [0.786, 0.700, 2.152], [2.111, -0.838, 2.295], [1.561, -1.080, 4.754], [-0.366, 0.833, 5.240], [-0.688, 2.047, 2.822], [-0.345, -1.274, -0.853], [-0.188, -1.579, 0.616], [7.137, 0.384, 3.286], [5.823, 0.080, 2.214], [5.546, -1.228, 1.820], [4.493, -1.473, 0.967], [3.681, -0.415, 0.473], [2.610, -0.692, -0.394], [3.998, 0.903, 0.900], [5.050, 1.145, 1.755], [6.167, -2.037, 2.182], [4.277, -2.490, 0.652], [2.377, -1.698, -0.722], [2.083, 0.114, -0.910], [3.386, 1.732, 0.559], [5.285, 2.153, 2.078]], "mulliken_charge": [0.238, -0.034, -0.096, -0.513, -0.484, -0.606, 0.876, 0.216, -0.285, -0.703, 0.483, 0.476, 0.459, 0.506, -0.965, 0.624, -1.293, -1.048, 0.548, 0.537, -0.071, -0.844, -0.542, -1.103, 0.033, 1.026, -0.341, -0.812, -0.670, -0.957, 0.166, 0.500, 0.339, 0.375, 0.530, 0.346, 0.371, 0.540, 0.305, 0.306, 0.215, 0.427, 0.395, 0.431, 0.160, 0.161, 0.450, 0.408, 0.427, 0.057, 0.171, -0.265, -1.041, -0.446, 0.424, 0.027, 0.489, 0.465, 0.505, -0.670, -0.284, -0.184, 0.492, -0.819, -0.099, 0.742, -1.426, 0.515, -1.156, 0.440, 0.426, 0.316, 0.121, 0.266, 0.428], "homo_lumo_gap_ev": [7.6, 6.5], "e_tot_ev": -278541.0634, "homo_ev": [-10.26, -11.63], "s2": 8.8021, "multiplicity": 6, "total_charge": 1}